10 unconnected molecules or ions with the total composition C72H157N7O10, computed with ωB97M-V/def2-TZVPD.

Each line ends with the Löwdin charge.
CARTESIAN COORDINATES (ANGSTROEM)
C -0.15376 5.46114 1.95629  -0.072
C -0.90086 6.24137 3.02619  -0.510
C -0.97397 5.49790 4.41425  -0.015
O -0.26516 7.44786 3.25062  -0.066
H 0.02840 6.03579 1.00505  0.076
H -0.73521 4.55032 1.79349  0.068
H 0.84805 5.10894 2.21844  0.080
H -1.87768 6.45147 2.58142  0.129
H -1.50918 4.59260 4.26268  0.046
H -1.46335 6.09636 5.17363  0.078
H 0.04590 5.25672 4.65798  0.074
H 0.04955 7.88133 2.41280  0.116
C 0.00031 1.16410 7.20370  -0.013
C 0.45567 -0.15520 6.36550  -0.474
C 1.88162 -0.52530 6.69340  -0.075
O -0.38992 -1.27274 6.52929  -0.101
H -1.07835 1.39430 7.00775  0.057
H 0.55229 2.03756 7.02834  0.050
H 0.04524 0.89569 8.22172  0.052
H 0.39468 0.08333 5.24336  0.137
H 1.94176 -0.81339 7.80453  0.109
H 2.63705 0.28778 6.45421  0.096
H 2.18528 -1.40062 6.04989  0.065
H 0.05114 -2.03583 6.10350  0.032
C -0.20248 -0.42858 1.09360  -0.040
C -0.73276 0.27134 -0.15668  -0.435
C 0.01836 1.55469 -0.36868  -0.029
O -0.49206 -0.63658 -1.25791  -0.073
H -0.73933 -1.32996 1.32949  0.041
H -0.33048 0.23277 1.95881  0.088
H 0.83867 -0.60004 0.97921  0.076
H -1.75002 0.45715 -0.13978  0.085
H -0.30531 2.33127 0.37777  0.102
H -0.17651 1.87069 -1.36434  0.049
H 1.07189 1.33658 -0.35753  0.067
H -1.20971 -0.60857 -1.91117  0.059
C -4.18531 0.80290 6.32318  -0.035
C -3.84525 0.46806 4.91189  -0.476
C -3.32529 -0.96472 4.83914  -0.138
C -3.14902 -1.57326 3.46899  -0.184
C -4.51826 -1.69007 2.82589  -0.130
C -5.10218 -0.25424 2.73550  -0.489
N -5.11156 0.41479 4.10506  -0.052
O -5.60967 1.78191 3.88368  -0.056
C -4.54356 0.49704 1.53279  -0.042
C -6.57822 -0.35781 2.46208  -0.056
C -2.82637 1.52525 4.24937  0.012
H -3.31297 0.91389 6.96480  0.075
H -4.87631 0.05508 6.75495  0.102
H -4.60382 1.77579 6.36283  0.068
H -2.44578 -1.08957 5.45180  0.088
H -4.06450 -1.59797 5.37789  0.137
H -2.73919 -2.58632 3.61449  0.101
H -2.53212 -1.09462 2.70028  0.091
H -5.13731 -2.31668 3.45384  0.121
H -4.48926 -2.15669 1.83865  0.090
H -4.88102 -0.14669 0.68520  0.090
H -4.91887 1.54268 1.46132  0.099
H -3.45842 0.56281 1.37366  0.056
H -6.82636 -1.18906 1.84604  0.078
H -7.16942 -0.41838 3.34435  0.083
H -6.82352 0.48083 1.82636  0.077
H -2.50203 1.26322 3.26001  0.046
H -1.92059 1.74190 4.83374  0.066
H -3.38624 2.44279 4.21045  0.061
H -6.57187 1.70242 4.07077  0.109
C -4.36659 1.57150 -4.67360  -0.036
C -3.98671 0.72344 -3.50247  -0.506
C -5.05920 -0.35711 -3.31188  -0.122
C -4.96966 -1.38411 -4.44697  -0.170
C -3.58030 -2.05747 -4.41992  -0.105
C -2.47051 -1.01099 -4.72146  -0.487
N -2.66145 0.03758 -3.68768  -0.084
O -1.64371 0.98603 -3.79609  -0.027
C -1.11155 -1.71071 -4.56599  -0.023
C -2.51293 -0.49169 -6.16333  -0.011
C -3.92978 1.57332 -2.21729  0.003
H -5.22249 2.26252 -4.36737  0.123
H -4.71057 0.81935 -5.37236  0.055
H -3.63623 2.30481 -4.97527  0.070
H -4.95231 -0.93936 -2.39143  0.113
H -6.04655 0.14124 -3.37377  0.134
H -5.18366 -0.96123 -5.43653  0.105
H -5.78890 -2.05540 -4.29832  0.101
H -3.57172 -2.75368 -5.29882  0.132
H -3.38805 -2.53980 -3.48282  0.087
H -1.00203 -2.02905 -3.50972  0.079
H -1.08840 -2.66647 -5.07023  0.087
H -0.26680 -1.11971 -4.75291  0.048
H -3.29335 0.22435 -6.32067  0.053
H -1.59831 -0.03544 -6.43000  0.068
H -2.65508 -1.40120 -6.76568  0.105
H -3.34340 2.47278 -2.40385  0.067
H -3.53526 0.96021 -1.45562  0.055
H -4.90204 1.90553 -2.04116  0.070
H -1.60218 1.22334 -4.71505  0.059
C -0.20191 -6.26686 6.76173  -0.030
C 0.46089 -4.87900 6.81394  -0.467
C 1.99807 -5.03595 6.84810  -0.112
C 2.56112 -5.50891 5.44239  -0.161
C 2.27415 -4.40785 4.43049  -0.135
C 0.73306 -4.11201 4.31481  -0.467
N 0.14149 -3.89519 5.65870  -0.097
O -1.28744 -3.89876 5.53107  -0.035
C 0.56718 -2.73211 3.59527  -0.018
C -0.01695 -5.25554 3.57366  -0.011
C -0.02506 -4.19775 8.10713  -0.030
H 0.14179 -6.84819 5.83208  0.083
H -1.24501 -6.24789 6.74847  0.058
H 0.24035 -6.76072 7.66206  0.102
H 2.43635 -4.15536 7.29077  0.110
H 2.23781 -5.81119 7.53846  0.096
H 2.05920 -6.43387 5.16720  0.092
H 3.61285 -5.81508 5.42169  0.109
H 2.61217 -4.76884 3.38507  0.144
H 2.80286 -3.52331 4.79109  0.102
H 0.64411 -2.82673 2.49332  0.082
H -0.44462 -2.27213 3.82332  0.083
H 1.34509 -2.01726 3.92045  0.075
H 0.67261 -5.64045 2.69827  0.125
H -0.23679 -6.12168 4.18680  0.051
H -0.94407 -4.91434 3.21343  0.035
H -1.09365 -4.23617 8.13254  0.074
H 0.20198 -3.17303 8.13647  0.048
H 0.36360 -4.70477 9.02119  0.105
H -1.54840 -2.97650 5.73553  0.075
C -0.22247 -6.25303 -0.58345  -0.038
C -0.77048 -5.36828 -1.70881  -0.488
C -1.84089 -6.18237 -2.47693  -0.138
C -3.16115 -6.32414 -1.68015  -0.163
C -3.67337 -4.97236 -1.15926  -0.129
C -2.64979 -4.04844 -0.52701  -0.476
N -1.37987 -4.02772 -1.34288  -0.023
O -0.36585 -3.34745 -0.53798  -0.075
C -3.12422 -2.63084 -0.51629  -0.036
C -2.32929 -4.57036 0.89207  -0.026
C 0.30360 -5.15444 -2.77669  -0.047
H 0.39863 -5.71681 0.04652  0.044
H 0.45826 -7.04456 -0.89102  0.089
H -0.96788 -6.71686 0.08536  0.071
H -2.03336 -5.69780 -3.43168  0.105
H -1.40301 -7.21630 -2.69520  0.143
H -3.01009 -6.98257 -0.84514  0.093
H -3.89485 -6.73179 -2.37559  0.109
H -4.41023 -5.25615 -0.46129  0.106
H -4.10629 -4.48350 -2.03410  0.114
H -2.62958 -2.02626 0.22682  0.064
H -3.02168 -2.00265 -1.37663  0.056
H -4.17841 -2.54713 -0.19978  0.090
H -1.43331 -4.09560 1.18667  0.043
H -3.08428 -4.36750 1.66965  0.094
H -2.11065 -5.64455 1.00379  0.071
H 1.18521 -4.51908 -2.55454  0.072
H -0.27229 -4.63236 -3.54138  0.065
H 0.73599 -6.10019 -3.11521  0.091
H -0.47793 -2.40197 -0.87492  0.069
C 7.89418 2.09861 -1.59365  -0.062
C 7.07711 2.60294 -0.40993  -0.495
C 5.70521 3.14383 -0.96547  -0.121
C 4.56807 3.44446 0.05188  -0.157
C 4.44514 2.14148 0.84045  -0.127
C 5.77877 1.63335 1.50306  -0.511
N 6.74289 1.41979 0.37033  -0.055
O 8.02057 1.03548 0.99285  -0.043
C 6.28134 2.53703 2.60500  -0.046
C 5.47789 0.24371 2.15002  -0.038
C 7.84615 3.83847 0.25211  -0.003
H 7.90218 2.77868 -2.47013  0.087
H 7.64147 1.10614 -2.00748  0.081
H 8.99311 2.03975 -1.24605  0.104
H 5.81988 3.91429 -1.69245  0.108
H 5.27547 2.33478 -1.54612  0.096
H 3.72348 3.59765 -0.57030  0.079
H 4.61290 4.36430 0.56193  0.087
H 4.11882 1.35701 0.17064  0.087
H 3.69267 2.14936 1.67503  0.132
H 5.96602 3.60293 2.43503  0.086
H 5.75983 2.26345 3.54452  0.085
H 7.39072 2.60794 2.77473  0.095
H 4.73417 0.36330 2.98753  0.088
H 5.06377 -0.35988 1.27669  0.100
H 6.37926 -0.11878 2.61888  0.068
H 8.39310 3.55194 1.06607  0.027
H 7.06230 4.52589 0.56220  0.066
H 8.47614 4.39394 -0.46876  0.093
H 8.26022 0.27010 0.47548  0.091
C 1.90875 1.56626 -5.09071  -0.036
C 2.90362 0.63966 -4.37647  -0.484
C 2.48839 0.59256 -2.92659  -0.169
C 3.15818 -0.48723 -2.13410  -0.161
C 2.77087 -1.82001 -2.71227  -0.134
C 3.18213 -1.89983 -4.15326  -0.547
N 2.63116 -0.77201 -4.88261  -0.072
O 3.06204 -0.77536 -6.22175  -0.042
C 4.68406 -1.94961 -4.24129  -0.028
C 2.57531 -3.16337 -4.76310  -0.025
C 4.31982 1.16868 -4.65930  -0.014
H 2.02885 1.45100 -6.19322  0.089
H 2.06666 2.60552 -4.71740  0.085
H 0.86079 1.23626 -4.81999  0.078
H 2.61957 1.55392 -2.42785  0.112
H 1.41386 0.49194 -2.96204  0.097
H 2.89183 -0.41512 -1.04124  0.119
H 4.23214 -0.23436 -2.27269  0.107
H 1.71292 -2.00927 -2.59989  0.115
H 3.29970 -2.57654 -2.24347  0.101
H 4.99291 -2.93198 -3.73314  0.121
H 5.02616 -1.89209 -5.22977  0.066
H 5.25858 -1.21513 -3.65157  0.068
H 2.76688 -4.04755 -4.16098  0.076
H 1.47122 -3.08414 -4.78129  0.076
H 2.93099 -3.40915 -5.75945  0.082
H 4.59883 1.09715 -5.67609  0.068
H 5.01391 0.61226 -4.09781  0.030
H 4.38851 2.26707 -4.33026  0.117
H 2.39946 -1.13840 -6.83125  0.113
C 0.19882 5.11486 -6.82537  -0.030
C -0.53017 5.56837 -5.52470  -0.504
C -1.78339 4.73253 -5.20247  -0.121
C -2.30143 4.91657 -3.73351  -0.169
C -1.19890 4.50717 -2.78744  -0.151
C 0.05100 5.35424 -3.05362  -0.503
N 0.47137 5.22802 -4.42912  -0.060
O 1.51918 6.14452 -4.75678  -0.031
C -0.36324 6.80161 -2.57072  -0.012
C 1.15537 4.86656 -2.13120  -0.018
C -0.97277 7.02923 -5.78614  -0.043
H 0.63698 4.06520 -6.59775  0.105
H 0.96567 5.86174 -7.05351  0.081
H -0.57649 4.91505 -7.57183  0.078
H -2.53399 4.89081 -6.00028  0.126
H -1.41994 3.70706 -5.24062  0.099
H -3.20152 4.28918 -3.65826  0.093
H -2.59232 5.93072 -3.47358  0.090
H -1.05959 3.43297 -2.94029  0.105
H -1.60376 4.72099 -1.80525  0.124
H -0.49892 6.79600 -1.52535  0.059
H 0.31967 7.61073 -2.87654  0.088
H -1.30382 7.18023 -2.98565  0.056
H 1.46498 3.88540 -2.41609  0.066
H 1.94921 5.56792 -2.23489  0.077
H 0.75248 4.82144 -1.12661  0.073
H -1.64499 7.58465 -4.98535  0.112
H -1.51899 7.04103 -6.74762  0.090
H -0.11624 7.67727 -5.91915  0.066
H 1.15568 6.95527 -4.41558  0.050

Values from the calculation:
* net charge: 0
* E_LUMO: 0.41 eV
* multiplicity: 1
* SMILES: CC1(C)CCCC(C)(C)N1O.CC1(C)CCCC(C)(C)N1O.CC1(C)CCCC(C)(C)N1O.CC1(C)CCCC(C)(C)N1O.CC1(C)CCCC(C)(C)N1O.CC1(C)CCCC(C)(C)N1O.CC1(C)CCCC(C)(C)N1O.CC(C)O.CC(C)O.CC(C)O
* energy above the lowest of the compared OMol25 structures with the same formula, charge and spin: 1.8954 eV
* HOMO-LUMO gap: 8.695 eV
* total energy: -108105.0794 eV

***

A gas-phase ion, C4H13N2 (charge +1), computed with ωB97M-V/def2-TZVPD.

Each line ends with the natural charge from an NBO analysis.
CARTESIAN COORDINATES (ANGSTROEM)
N -0.36661 -2.17237 -0.25791  -0.680
C 0.64890 -1.21755 -0.90545  -0.250
C 1.00717 0.00703 -0.06271  -0.253
N -0.34200 0.59206 0.24386  -0.496
C -0.45896 1.76324 -0.63554  -0.439
C -0.44049 0.91134 1.62199  -0.427
H -0.97579 -2.55988 -0.90740  0.440
H -1.07434 -1.50582 0.29305  0.470
H 0.07393 -2.78468 0.33642  0.433
H 0.33323 -0.78750 -1.92956  0.247
H 1.63686 -1.74197 -1.08757  0.240
H 1.46928 0.74293 -0.67446  0.237
H 1.61032 -0.32597 0.83344  0.215
H -0.31103 2.76868 -0.17303  0.228
H -1.47725 1.65388 -1.02624  0.218
H 0.15048 1.56039 -1.60565  0.198
H 0.34281 1.66174 1.97582  0.192
H -0.30627 0.02017 2.30450  0.202
H -1.52026 1.41429 1.65646  0.224

Values from the calculation:
* net charge: +1
* E_LUMO: -3.47 eV
* multiplicity: 1
* SMILES: CN(C)CC[NH3+]
* energy above the lowest of the compared OMol25 structures with the same formula, charge and spin: 2.8392 eV
* HOMO-LUMO gap: 9.726 eV
* total energy: -7330.6481 eV

***

2 unconnected molecules or ions with the total composition C3H9BrN, computed with ωB97M-V/def2-TZVPD.

Each line ends with the natural charge from an NBO analysis.
CARTESIAN COORDINATES (ANGSTROEM)
C 1.12173 0.40823 0.68027  -0.471
C 1.76103 -1.24986 -1.25073  -0.678
C 0.90270 -0.51217 -0.21027  0.053
N -2.25449 1.13229 0.69057  -0.926
Br -0.77369 -1.55520 0.17927  -0.045
H 0.49830 0.53783 1.57081  0.225
H -1.90895 1.89031 1.30059  0.459
H 2.03967 0.98833 0.40856  0.252
H 2.07289 -2.28322 -0.81064  0.269
H 2.42184 -0.55579 -1.70444  0.252
H 1.15272 -1.47161 -2.07530  0.238
H -1.70554 1.41025 -0.11891  0.449
H -1.98729 0.12224 0.80557  0.450
H -3.34091 1.13838 0.53465  0.473

Values from the calculation:
* net charge: +1
* E_LUMO: -3.90 eV
* multiplicity: 1
* energy above the lowest of the compared OMol25 structures with the same formula, charge and spin: 1.6583 eV
* HOMO-LUMO gap: 9.952 eV
* total energy: -74781.3522 eV